C3H6O2 | wB97M-V/def2-TZVPD

Positions of all 11 atoms, in Å:
O -0.16028 -0.96003 -0.75872
H -1.99652 -0.07242 -0.89116
H 0.54273 1.45739 -0.74267
H -1.75453 -1.12899 0.55678
C 0.50727 0.93916 0.22641
H 1.85104 -0.53677 -0.66100
H 1.11716 -1.13313 0.86158
H 1.03761 1.61986 0.89072
O -0.82874 0.70433 0.66021
C 0.96762 -0.49443 -0.02634
C -1.28336 -0.39497 -0.11581

Force components x, y, z for each atom (eV/Å):
O 0.03 -0.12 0.01
H 0.21 -0.07 0.18
H -0.27 -0.12 -0.07
H 0.06 0.25 -0.05
C 0.12 -0.11 -0.29
H -0.07 -0.15 -0.08
H 0.00 0.52 -0.03
H -0.09 -0.57 0.56
O 0.02 0.20 -0.19
C 0.28 0.25 -0.04
C -0.28 -0.08 0.00

## Properties
energy above the lowest of the compared OMol25 structures with the same formula, charge and spin: 148.87 kJ/mol
gap between HOMO and LUMO: 10.907 eV

Here are the natural (NBO) charges for atoms 1 to 6, given in e: number 1, O, carries -0.53; number 2, H, carries 0.16; number 3, H, carries 0.17; number 4, H, carries 0.15; number 5, C, carries -0.10; number 6, H, carries 0.20